No. 1
{
  "formula": "C11H13NOS3",
  "method": "ωB97M-V/def2-TZVPD",
  "gap_ev": 8.794,
  "de_lowest_kj_mol": 31.8,
  "symbols": ["C", "C", "H", "H", "S", "O", "C", "C", "H", "H", "S", "C", "N", "C", "C", "C", "C", "C", "C", "S", "H", "H", "H", "H", "H", "H", "H", "H", "H"],
  "coordinates": [[4.33148, 1.49583, 0.40014], [4.32668, -0.00334, 0.17917], [4.43119, -0.26442, -0.87182], [5.12087, -0.48864, 0.74448], [2.75509, -0.73743, 0.86458], [3.13156, -2.05612, 1.36911], [1.92622, -1.10768, -0.76890], [1.55826, 0.14489, -1.52533], [0.88573, -0.06751, -2.35767], [2.43969, 0.65812, -1.90816], [0.74584, 1.38825, -0.44977], [-0.83628, 0.72433, -0.24088], [-1.65987, 1.21573, 0.60074], [-2.86501, 0.58011, 0.57961], [-3.96289, 0.88434, 1.37792], [-5.11413, 0.13810, 1.23734], [-5.19030, -0.90424, 0.31694], [-4.11308, -1.22493, -0.48756], [-2.95725, -0.47906, -0.35103], [-1.45577, -0.64115, -1.21221], [-4.16753, -2.03131, -1.20231], [-6.10363, -1.47244, 0.22802], [-5.97289, 0.36408, 1.85114], [-3.89000, 1.69378, 2.08575], [2.59389, -1.74887, -1.34262], [1.04146, -1.68390, -0.49780], [3.49950, 1.97217, -0.11314], [4.24299, 1.71803, 1.46059], [5.25818, 1.93327, 0.03369]],
  "forces_ev_per_angstrom": [[0.095, -0.001, -0.050], [-0.616, 0.089, 0.133], [0.005, -0.122, -0.070], [-0.128, -0.152, 0.047], [0.284, 0.507, -1.284], [0.257, -1.268, 0.656], [0.257, 0.248, 0.602], [-0.419, 0.296, 0.321], [0.167, 0.028, -0.107], [-0.044, 0.022, -0.079], [0.353, 0.300, -0.374], [-0.324, -0.730, -0.472], [0.685, 0.691, 0.356], [-0.619, -0.785, -0.475], [0.083, -0.004, -0.048], [-0.034, 0.063, 0.076], [-0.028, -0.116, -0.096], [-0.098, -0.066, 0.000], [0.159, 0.293, 0.181], [-0.007, 0.453, 0.378], [-0.059, -0.091, -0.053], [-0.083, -0.045, -0.003], [-0.070, 0.021, 0.054], [-0.009, 0.099, 0.098], [0.131, -0.053, 0.075], [0.065, 0.000, 0.097], [-0.013, 0.155, -0.020], [-0.029, 0.100, 0.078], [0.040, 0.070, -0.023]]
}

=====

No. 2
{
  "formula": "C11H14BMgN7S",
  "method": "ωB97M-V/def2-TZVPD",
  "gap_ev": 4.658,
  "de_lowest_kj_mol": 273.9,
  "symbols": ["H", "N", "B", "N", "C", "Mg", "H", "C", "H", "C", "H", "C", "H", "H", "H", "N", "N", "N", "N", "C", "C", "H", "H", "C", "C", "C", "C", "H", "H", "H", "H", "H", "S", "C", "N"],
  "coordinates": [[1.07751, 3.06832, 1.55071], [0.81591, 1.58598, 0.05936], [0.36773, 0.32595, -2.13486], [0.72107, 1.61057, -1.31833], [0.86598, 2.87368, -1.74224], [1.05162, -0.07562, 1.11173], [0.83050, 3.07739, -2.79494], [1.05337, 3.69969, -0.62434], [1.20023, 4.75049, -0.61869], [1.00584, 2.84822, 0.49668], [0.42082, 0.54845, -3.31183], [-1.32495, -1.43074, 3.42152], [-0.78009, -2.00370, 4.17294], [-0.81962, -1.50330, 2.42956], [-2.34360, -1.80034, 3.30928], [-1.05899, -0.07918, -1.69126], [1.35517, -0.81852, -1.74311], [-1.32136, -0.32583, -0.35732], [1.56793, -1.22842, -0.44030], [-2.17939, -0.18262, -2.43401], [2.06831, -1.60378, -2.55936], [-2.15037, -0.02906, -3.50226], [2.01222, -1.41737, -3.62420], [-3.23040, -0.48793, -1.56986], [2.76140, -2.53420, -1.79627], [-2.64113, -0.56911, -0.28403], [2.40637, -2.28505, -0.46692], [-4.25948, -0.63626, -1.82612], [3.42305, -3.30748, -2.15627], [-3.13170, -0.77537, 0.66110], [2.68672, -2.80184, 0.44658], [-2.03720, -0.26505, 5.07604], [-1.43386, 0.31496, 3.95185], [0.05452, 0.56829, 4.82295], [0.96583, 0.88875, 5.48619]],
  "forces_ev_per_angstrom": [[0.067, -0.083, -0.058], [0.148, 1.183, -0.912], [-0.342, -0.025, 0.903], [0.505, 0.412, 1.216], [0.089, 0.016, 1.120], [-1.451, -0.202, 1.313], [-0.025, 0.204, -0.128], [-0.184, -0.821, -0.102], [0.050, 0.574, -0.060], [-0.191, -0.527, -1.972], [0.031, -0.047, 0.044], [0.232, -0.800, -0.823], [-0.089, 0.155, -0.019], [-0.103, 0.412, 0.678], [-0.392, -0.007, 0.297], [-0.183, -0.365, 0.793], [0.596, -0.560, 1.027], [-0.506, 0.019, -0.806], [0.332, -0.476, -0.992], [-0.348, -0.125, 0.980], [-0.060, 0.139, 0.263], [-0.037, 0.005, 0.094], [0.155, -0.211, 0.144], [0.658, 0.049, 0.051], [0.141, -0.447, -0.135], [0.745, 0.309, -1.037], [-0.564, 0.941, -0.988], [-0.193, -0.025, -0.064], [-0.099, 0.087, 0.000], [0.233, 0.011, -0.146], [-0.029, 0.246, -0.235], [-0.974, -0.303, 0.686], [2.783, 0.114, -0.083], [0.382, 0.689, -0.424], [-1.377, -0.539, -0.625]]
}

=====

No. 3
{
  "formula": "C11H14Br2CrNO7P",
  "method": "ωB97M-V/def2-TZVPD",
  "gap_ev": [8.495, 9.252],
  "s2": 3.824,
  "total_charge": 1,
  "spin_multiplicity": 4,
  "de_lowest_kj_mol": 47.0,
  "symbols": ["Cr", "O", "C", "O", "C", "C", "C", "C", "C", "N", "C", "O", "O", "H", "H", "H", "Br", "C", "Br", "H", "H", "C", "O", "P", "O", "C", "O", "C", "H", "H", "H", "H", "H", "H", "H", "H", "H"],
  "coordinates": [[-0.37898, -0.64518, -0.13069], [1.86191, 1.07684, -2.97414], [1.44204, 0.50158, -2.01386], [0.15856, 0.17187, -1.81534], [2.31593, 0.09965, -0.84884], [3.68577, 0.17903, -0.75054], [4.28121, -0.32142, 0.40610], [3.51434, -0.90175, 1.41478], [2.14962, -0.94246, 1.23565], [1.60745, -0.42712, 0.14099], [1.10879, -1.58836, 2.11098], [1.35921, -2.09076, 3.16309], [-0.11226, -1.51154, 1.55363], [4.25669, 0.61152, -1.56088], [5.35763, -0.27835, 0.51095], [3.95034, -1.32434, 2.30970], [-2.62840, -2.11254, -0.02673], [-1.51883, -3.69799, 0.00128], [-0.04401, -3.50137, -1.21062], [-2.13794, -4.52180, -0.32536], [-1.14064, -3.78548, 1.01067], [-3.21680, 1.90050, 1.94332], [-3.01874, 1.11408, 0.73488], [-1.84780, 1.23007, -0.29449], [-2.46999, 1.44295, -1.70685], [-2.85151, 0.42382, -2.66287], [-1.16678, 2.59929, 0.04381], [-0.17250, 3.22863, -0.81725], [-4.28658, 1.94466, 2.10867], [-2.81283, 2.89780, 1.80548], [-2.72111, 1.39404, 2.76658], [-3.04082, 0.94823, -3.59190], [-3.75768, -0.06967, -2.32063], [-2.03447, -0.27953, -2.79629], [-0.25891, 4.29450, -0.64337], [-0.36845, 2.98379, -1.85760], [0.80946, 2.87331, -0.51491]],
  "forces_ev_per_angstrom": [[0.351, -0.508, -0.058], [0.149, 0.018, -0.122], [-0.708, 0.036, 0.109], [0.523, -0.124, 0.020], [-0.122, -0.077, 0.016], [0.196, 0.034, 0.012], [0.064, -0.002, 0.005], [0.145, 0.020, 0.011], [-0.030, 0.012, -0.116], [-0.521, 0.228, -0.289], [-0.734, 0.307, -0.094], [0.095, -0.193, 0.149], [0.392, -0.060, 0.190], [0.014, -0.023, 0.025], [-0.019, 0.004, 0.012], [0.010, 0.005, -0.028], [-0.027, 0.294, -0.121], [0.011, -0.104, -0.008], [0.064, 0.096, -0.010], [0.009, -0.075, 0.051], [0.018, -0.042, 0.024], [0.051, -0.044, -0.082], [-0.235, 0.097, 0.165], [0.446, -0.105, 0.278], [-0.193, 0.042, -0.246], [0.051, 0.076, 0.129], [0.121, 0.220, -0.069], [-0.137, -0.190, 0.142], [-0.035, -0.036, -0.001], [-0.008, 0.020, 0.006], [-0.010, -0.002, 0.039], [-0.007, 0.012, -0.026], [-0.024, -0.017, -0.014], [0.019, -0.030, -0.027], [0.009, 0.029, -0.012], [0.020, 0.031, -0.022], [0.054, 0.050, -0.035]]
}

=====

No. 4
{
  "formula": "C11H14Cl2N2O4S",
  "method": "ωB97M-V/def2-TZVPD",
  "gap_ev": 9.376,
  "de_lowest_kj_mol": 7.5,
  "symbols": ["C", "C", "C", "H", "C", "O", "N", "H", "C", "C", "O", "C", "H", "H", "H", "H", "H", "H", "H", "O", "C", "O", "C", "N", "S", "C", "C", "Cl", "Cl", "H", "H", "H", "H", "H"],
  "coordinates": [[2.91378, 2.75888, -1.97373], [1.53241, 2.34333, -1.48554], [1.59727, 1.02477, -0.72365], [2.40800, 1.03577, 0.01693], [1.81440, -0.16651, -1.68412], [1.61484, -0.08595, -2.87765], [2.20807, -1.28771, -1.05924], [2.38232, -1.26767, -0.06236], [2.60376, -2.46714, -1.78869], [4.13878, -2.59953, -1.82466], [4.79858, -1.45147, -2.28548], [4.61695, -1.16943, -3.65673], [4.83302, -2.05189, -4.27025], [5.32730, -0.38053, -3.89694], [3.60332, -0.81726, -3.87127], [4.40093, -3.47494, -2.43884], [4.51537, -2.75114, -0.80915], [2.20487, -2.36931, -2.80054], [2.17998, -3.35657, -1.31594], [0.35225, 0.84903, -0.02893], [0.35001, 0.10790, 1.07038], [1.31432, -0.46324, 1.51719], [-0.99776, 0.07072, 1.69461], [-1.10119, -0.28439, 2.95511], [-2.62577, -0.28413, 3.47829], [-3.27078, 0.20948, 1.95074], [-2.23292, 0.37084, 1.05752], [-2.45300, 0.83061, -0.56775], [-4.92222, 0.44681, 1.64824], [0.86265, 2.21303, -2.33652], [1.11453, 3.10583, -0.82590], [2.84895, 3.69580, -2.52016], [3.59615, 2.89204, -1.13682], [3.32071, 1.99999, -2.63637]],
  "forces_ev_per_angstrom": [[-0.191, -0.085, 0.051], [-0.024, -0.290, 0.143], [0.465, 0.331, -0.321], [-0.163, 0.026, -0.113], [-0.085, 0.158, 0.607], [-0.087, 0.174, -0.393], [0.169, -0.434, 0.204], [-0.120, 0.206, -0.136], [0.378, 0.041, -0.231], [-0.258, -0.086, 0.038], [0.033, 0.073, 0.141], [-0.060, 0.039, -0.093], [0.034, 0.000, -0.017], [-0.016, -0.022, -0.089], [0.061, -0.042, -0.007], [0.008, 0.036, 0.081], [-0.042, -0.106, -0.070], [-0.007, -0.108, 0.131], [0.011, 0.000, -0.092], [-0.203, 0.115, -0.041], [0.585, -0.228, 0.162], [-0.209, 0.101, 0.117], [-0.492, -0.067, 0.366], [0.768, -0.089, -0.001], [-0.422, 0.292, -0.885], [0.553, -0.072, 0.156], [-0.523, -0.054, 0.412], [-0.292, 0.017, -0.118], [-0.090, -0.002, 0.006], [-0.046, 0.032, 0.062], [-0.019, -0.043, 0.029], [0.067, 0.072, -0.058], [0.114, 0.049, 0.060], [0.103, -0.035, -0.102]]
}